(1)
Density functional theory data (the ωB97M-V functional and the def2-TZVPD basis) for a structure of composition C23H49FN5O17S2Zr at a distorted geometry.

Values from the calculation:
- Energy above the lowest of the compared OMol25 structures with the same formula, charge and spin: 564.68 kcal/mol
- E_LUMO: -0.491 Ha
- Highest occupied orbital energy: -14.739 eV
- Total charge: +3

Positions of all 98 atoms, in Å:
Zr -3.726 20.495 24.130
C -9.745 19.250 23.823
O -8.389 19.587 23.769
H -10.029 18.201 23.739
H -10.096 19.432 24.839
H -10.432 19.751 23.141
C -4.905 27.386 25.386
C -5.876 26.291 24.934
O -5.559 25.075 24.877
N -7.100 26.745 24.571
C -8.179 25.983 23.938
H -4.567 28.171 24.709
H -3.996 26.886 25.721
H -5.223 27.929 26.275
H -7.351 27.709 24.741
H -8.190 24.950 24.284
H -8.005 25.863 22.868
H -9.135 26.371 24.290
C -14.875 14.125 25.610
C -14.425 13.083 26.697
O -13.554 12.341 26.475
N -15.112 13.150 27.831
C -15.042 12.197 28.988
H -15.791 13.762 25.145
H -14.120 14.217 24.829
H -14.895 15.156 25.964
H -15.789 13.899 27.864
H -14.366 11.352 28.855
H -16.035 11.748 28.980
H -14.826 12.754 29.899
C -3.316 13.549 25.594
C -4.345 14.462 26.121
O -4.270 15.703 25.796
N -5.451 14.014 26.717
C -6.691 14.716 27.138
H -2.284 13.896 25.542
H -3.676 13.426 24.572
H -3.283 12.573 26.080
H -5.394 13.072 27.078
H -6.438 15.722 27.472
H -7.211 14.122 27.890
H -7.339 14.606 26.269
C -4.441 19.919 31.067
C -5.356 20.678 30.092
O -5.098 20.657 28.905
N -6.375 21.371 30.687
C -7.519 21.892 29.946
H -4.797 19.912 32.097
H -3.524 20.464 30.846
H -4.386 18.883 30.731
H -6.402 21.347 31.696
H -8.422 21.301 29.796
H -7.207 22.211 28.952
H -7.944 22.782 30.409
C -7.168 21.338 17.846
C -6.470 22.640 18.233
O -5.705 22.628 19.213
N -6.755 23.779 17.517
C -6.284 25.081 17.858
H -8.247 21.494 17.812
H -6.811 20.516 18.466
H -6.806 21.360 16.818
H -7.306 23.636 16.683
H -6.159 25.037 18.940
H -7.036 25.815 17.571
H -5.344 25.221 17.323
C -8.529 11.190 20.643
C -9.146 12.516 21.003
O -10.266 12.608 20.026
C -10.592 11.355 19.747
O -11.709 11.062 19.371
O -9.667 10.485 20.121
F -8.199 13.446 20.814
H -8.104 10.624 21.472
H -7.874 11.279 19.777
H -9.504 12.492 22.033
C -15.386 20.088 28.977
C -16.762 20.776 29.030
O -16.585 22.120 29.335
S -15.079 22.405 29.946
O -15.132 23.084 31.255
O -14.246 23.095 28.929
O -14.663 20.752 29.964
H -14.760 20.457 28.165
H -15.287 19.048 29.291
H -17.496 20.214 29.607
H -17.186 20.656 28.033
C -18.728 24.128 19.751
C -17.528 24.281 18.766
O -16.703 23.338 19.389
S -16.719 23.513 21.057
O -15.825 24.661 21.302
O -16.504 22.300 21.843
O -18.288 23.921 21.076
H -19.390 23.305 19.480
H -19.471 24.925 19.773
H -17.023 25.244 18.684
H -17.837 23.912 17.788

---

(2)
Density functional theory data (the ωB97M-V functional and the def2-TZVPD basis) for a cluster of 7 separate species, C18H50F6N2O11P in total at a distorted geometry.

Values from the calculation:
- Energy above the lowest of the compared OMol25 structures with the same formula, charge and spin: 20.69 kcal/mol
- E_LUMO: 0.087 Ha
- Highest occupied orbital energy: -6.270 eV
- Total charge: -1

Positions of all 88 atoms, in Å:
P 1.143 0.846 2.788
F 1.301 1.924 1.554
F 1.228 2.051 3.863
F -0.447 1.032 2.679
F 0.849 -0.293 3.915
F 1.209 -0.323 1.671
F 2.749 0.703 2.977
C 5.135 -2.628 -7.237
O 4.490 -2.632 -6.001
C 3.421 -1.710 -5.889
C 2.588 -2.040 -4.674
N 3.066 -1.334 -3.458
C 4.462 -1.729 -3.103
C 4.874 -0.983 -1.858
O 4.073 -1.417 -0.794
C 4.264 -0.675 0.381
H 5.800 -3.491 -7.262
H 5.656 -1.678 -7.412
H 4.461 -2.778 -8.097
H 2.825 -1.720 -6.815
H 3.824 -0.686 -5.874
H 2.512 -3.123 -4.543
H 1.577 -1.647 -4.799
H 2.556 -1.811 -2.711
H 5.146 -1.376 -3.877
H 4.526 -2.810 -2.960
H 4.874 0.099 -2.027
H 5.926 -1.251 -1.666
H 3.837 0.325 0.215
H 5.312 -0.503 0.639
H 3.686 -1.026 1.234
C -5.730 -2.805 2.001
O -5.998 -1.559 2.614
C -6.288 -0.541 1.668
C -6.552 0.744 2.445
N -5.392 1.149 3.233
C -4.248 1.600 2.486
C -3.133 2.005 3.441
O -3.568 3.056 4.300
C -3.748 4.324 3.683
H -5.965 -2.782 0.928
H -6.379 -3.584 2.403
H -4.674 -3.061 2.080
H -7.212 -0.829 1.146
H -5.473 -0.436 0.944
H -7.350 0.590 3.167
H -6.757 1.525 1.691
H -5.682 1.821 3.928
H -4.478 2.344 1.699
H -3.902 0.813 1.802
H -2.215 2.360 2.980
H -2.874 1.131 4.037
H -3.917 4.260 2.610
H -2.865 4.943 3.888
H -4.542 4.763 4.288
C -0.900 -4.615 2.136
C -0.432 -3.198 1.910
O -1.152 -2.300 2.747
O -0.594 -5.046 3.456
H -0.502 -5.266 1.351
H -1.982 -4.645 1.994
H -0.693 -2.857 0.905
H 0.648 -3.090 2.042
H -0.736 -1.430 2.764
H 0.335 -4.847 3.604
C -1.501 3.001 -0.620
C -1.549 1.557 -1.060
O -0.868 0.686 -0.176
O -2.202 3.048 0.625
H -2.114 3.533 -1.368
H -0.536 3.509 -0.618
H -1.177 1.361 -2.068
H -2.613 1.282 -1.109
H -0.928 1.063 0.717
H -1.981 3.882 1.051
C 2.688 2.586 -1.402
C 3.294 3.819 -0.734
O 3.932 3.481 0.493
O 3.528 2.175 -2.472
H 1.703 2.887 -1.798
H 2.403 1.802 -0.697
H 2.553 4.588 -0.498
H 4.076 4.202 -1.387
H 3.386 2.884 1.014
H 3.193 1.334 -2.809
O 0.785 -1.797 -1.017
H 1.616 -1.770 -0.530
H 0.341 -0.970 -0.770

---

(3)
Density functional theory data (the ωB97M-V functional and the def2-TZVPD basis) for a cluster of 13 separate species, C5H37NO13 in total at a distorted geometry.

Values from the calculation:
- Energy above the lowest of the compared OMol25 structures with the same formula, charge and spin: 65.70 kcal/mol
- E_LUMO: 0.003 Ha
- Highest occupied orbital energy: -9.438 eV

Positions of all 56 atoms, in Å:
C -1.236 -1.642 1.740
N -1.245 -1.103 0.390
C -1.956 0.176 0.312
C -2.124 0.671 -1.169
C -0.911 1.336 -1.768
O -0.126 2.175 -0.923
C -0.299 -2.854 1.866
H -2.204 -2.138 1.810
H -0.884 -0.866 2.451
H -0.323 -1.109 -0.026
H -1.492 1.026 0.818
H -2.957 0.053 0.764
H -3.039 1.258 -1.195
H -2.343 -0.241 -1.723
H -0.238 0.652 -2.309
H -1.230 2.113 -2.481
H 0.411 1.661 -0.302
H -0.284 -3.420 0.952
H -0.538 -3.550 2.655
H 0.723 -2.435 1.909
H 2.674 2.378 1.472
H 3.840 3.062 0.794
O 3.039 2.580 0.584
H 0.489 5.511 0.138
H 0.837 4.162 -0.630
O 1.034 4.719 0.139
H 3.345 -0.198 -0.648
H 2.310 0.893 -0.015
O 2.465 0.199 -0.691
H 1.407 3.779 3.203
H 0.868 3.890 1.704
O 0.713 3.490 2.592
H -1.118 -3.029 -3.658
H -1.681 -3.587 -2.365
O -0.891 -3.642 -2.948
H -1.959 -2.366 -0.781
H -2.670 -3.486 -0.002
O -2.545 -3.148 -0.899
H 0.686 -3.310 -1.977
H 1.195 -4.301 -0.928
O 1.208 -3.357 -1.136
H -4.611 -0.834 -0.697
H -4.227 -0.894 -2.183
O -4.953 -0.698 -1.587
H 2.114 -1.680 -2.319
H 1.792 -0.326 -2.192
O 1.619 -1.046 -2.853
H 3.868 -2.588 -1.607
H 2.747 -2.729 -0.564
O 3.604 -2.257 -0.744
H 2.632 0.716 3.307
H 1.611 1.874 3.217
O 2.565 1.671 3.160
H -1.918 3.343 4.189
H -0.729 2.735 3.340
O -1.572 2.544 3.792